{"formula": "C5H8O2S", "method": "ωB97M-V with the def2-TZVPD basis set", "de_lowest_ev": 0.346, "multiplicity": 1, "charge": 0, "smiles": "C=CC[C@H](S)C(=O)O", "gap_ev": 10.35, "elements": ["C", "C", "C", "C", "S", "C", "O", "O", "H", "H", "H", "H", "H", "H", "H", "H"], "positions_angstrom": [[-2.257, 1.266, -0.849], [-1.568, 0.689, 0.137], [-0.091, 0.800, 0.325], [0.658, -0.503, 0.029], [0.188, -1.885, 1.134], [2.181, -0.273, 0.057], [2.663, 0.823, -0.065], [2.956, -1.374, 0.156], [-3.349, 1.172, -0.909], [-1.768, 1.906, -1.593], [-2.121, 0.070, 0.864], [0.129, 1.099, 1.376], [0.299, 1.550, -0.348], [0.432, -0.827, -0.984], [-0.750, -2.363, 0.351], [2.399, -2.150, 0.318]], "lowdin_charge": [0.006, -0.214, -0.239, -0.539, 0.821, -0.543, 0.118, 0.082, 0.058, 0.065, 0.097, 0.137, 0.112, 0.123, -0.133, 0.048]}

=====

{"formula": "C6H11N", "method": "ωB97M-V with the def2-TZVPD basis set", "de_lowest_ev": 1.720, "multiplicity": 1, "charge": 0, "smiles": "C=C(CC)CC#N.[H][H]", "gap_ev": 10.97, "elements": ["C", "C", "C", "C", "C", "C", "N", "H", "H", "H", "H", "H", "H", "H", "H", "H", "H", "H"], "positions_angstrom": [[-1.034, -1.207, 0.200], [-0.083, -0.281, 0.288], [0.143, 0.844, -0.691], [-1.035, 1.166, -1.601], [0.882, -0.284, 1.460], [0.407, 0.704, 2.437], [-0.041, 1.495, 3.152], [-1.112, -2.004, 0.936], [-1.767, -1.207, -0.601], [0.424, 1.744, -0.126], [1.030, 0.588, -1.293], [-1.318, 0.305, -2.215], [-0.782, 1.988, -2.277], [-1.906, 1.465, -1.009], [1.896, -0.009, 1.141], [0.942, -1.267, 1.938], [2.049, -2.019, -0.890], [1.305, -2.022, -0.850]], "lowdin_charge": [0.047, -0.395, -0.231, -0.108, -0.169, -0.221, 0.145, 0.074, 0.064, 0.116, 0.112, 0.070, 0.073, 0.084, 0.120, 0.120, 0.059, 0.036]}

=====

{"formula": "C14H37GeIrN5O7Si3", "method": "ωB97M-V with the def2-TZVPD basis set", "s2": 0.808, "multiplicity": 2, "charge": 2, "gap_ev": [6.52, 6.26], "elements": ["Ir", "O", "C", "O", "C", "O", "C", "C", "O", "O", "H", "H", "H", "H", "H", "N", "N", "C", "N", "N", "N", "O", "O", "H", "H", "H", "H", "H", "C", "Si", "C", "C", "Ge", "Si", "C", "C", "C", "Si", "C", "C", "C", "H", "H", "H", "H", "H", "H", "H", "H", "H", "H", "H", "H", "H", "H", "H", "H", "H", "H", "H", "H", "H", "H", "H", "H", "H", "H", "H"], "positions_angstrom": [[-0.927, 1.497, 0.072], [-0.412, 2.867, 4.307], [-0.863, 2.231, 3.249], [-0.768, 2.671, 2.116], [-1.554, 0.946, 3.641], [-1.905, 0.167, 2.516], [-1.526, -1.201, 2.633], [-0.109, -1.468, 2.141], [0.432, -2.507, 2.700], [0.394, -0.770, 1.277], [-0.009, 3.713, 4.050], [-0.907, 0.405, 4.335], [-2.453, 1.236, 4.195], [-1.639, -1.568, 3.654], [-2.205, -1.775, 1.999], [-3.032, 2.568, 0.043], [-4.068, 1.625, 0.189], [-3.862, 0.344, -0.183], [-4.856, -0.520, -0.083], [-2.638, 0.112, -0.682], [-2.270, -1.131, -1.006], [-2.740, -2.132, -0.527], [-1.308, -1.146, -1.807], [-3.010, 3.132, 0.889], [-3.191, 3.167, -0.762], [-5.016, 1.968, 0.262], [-5.744, -0.248, 0.311], [-4.680, -1.503, -0.224], [3.196, -2.270, 3.368], [1.993, -3.234, 2.347], [1.730, -4.975, 2.898], [2.296, -3.098, 0.518], [0.351, 0.155, -1.335], [0.577, 3.037, -0.920], [1.943, 3.216, 0.355], [-0.362, 4.638, -1.193], [1.436, 2.662, -2.546], [1.038, -0.812, -3.576], [-0.435, -0.566, -4.684], [1.328, -2.580, -3.069], [2.577, 0.009, -4.210], [2.918, -2.290, 4.423], [3.254, -1.230, 3.041], [4.197, -2.700, 3.285], [2.584, -5.597, 2.624], [0.842, -5.405, 2.432], [1.611, -5.037, 3.980], [3.149, -3.725, 0.248], [2.522, -2.072, 0.225], [1.438, -3.456, -0.057], [1.589, 3.653, 1.288], [2.721, 3.871, -0.050], [2.405, 2.254, 0.583], [-1.028, 4.887, -0.363], [-0.951, 4.594, -2.112], [0.341, 5.469, -1.299], [2.213, 1.898, -2.475], [1.946, 3.576, -2.865], [0.748, 2.380, -3.348], [-0.796, 0.464, -4.674], [-1.258, -1.227, -4.415], [-0.133, -0.798, -5.709], [0.542, -2.953, -2.412], [2.288, -2.690, -2.561], [1.341, -3.220, -3.955], [2.366, 0.973, -4.670], [3.013, -0.635, -4.980], [3.333, 0.152, -3.438]], "lowdin_spin": [0.965, 0.004, 0.008, 0.027, 0.001, 0.007, 0.000, -0.001, -0.001, -0.015, 0.000, 0.000, 0.000, 0.000, 0.000, 0.017, 0.002, 0.006, 0.001, 0.060, 0.005, 0.011, -0.009, 0.000, 0.000, 0.000, 0.000, 0.000, 0.000, 0.000, 0.000, -0.001, -0.076, 0.009, 0.019, -0.005, -0.005, -0.019, -0.009, 0.001, -0.002, 0.000, 0.000, 0.000, 0.000, 0.000, 0.000, 0.000, -0.001, 0.000, 0.000, 0.003, -0.001, 0.000, 0.000, -0.001, 0.000, -0.001, -0.001, 0.000, 0.000, -0.002, 0.000, 0.000, 0.000, 0.000, 0.000, 0.000]}

=====

{"formula": "C16H22N4O4S2", "method": "ωB97M-V with the def2-TZVPD basis set", "de_lowest_ev": 0.919, "multiplicity": 1, "charge": 0, "smiles": "CCN(c1ccc(OC)cc1)S(=O)(=O)c1nnc(NC(=O)CC(C)C)s1", "gap_ev": 8.48, "elements": ["C", "C", "N", "C", "C", "C", "C", "O", "C", "C", "C", "S", "O", "O", "C", "N", "N", "C", "N", "C", "O", "C", "C", "C", "C", "S", "H", "H", "H", "H", "H", "H", "H", "H", "H", "H", "H", "H", "H", "H", "H", "H", "H", "H", "H", "H", "H", "H"], "positions_angstrom": [[3.696, 0.732, -2.244], [3.198, 2.167, -2.369], [1.753, 2.256, -2.300], [0.946, 1.563, -3.214], [-0.242, 0.970, -2.810], [-1.063, 0.319, -3.715], [-0.699, 0.228, -5.053], [-1.423, -0.394, -6.026], [-2.657, -0.971, -5.676], [0.503, 0.808, -5.459], [1.308, 1.469, -4.559], [1.083, 2.925, -0.955], [-0.222, 3.425, -1.247], [2.039, 3.812, -0.367], [0.878, 1.596, 0.233], [1.565, 0.509, 0.243], [1.289, -0.289, 1.267], [0.383, 0.207, 2.052], [-0.057, -0.424, 3.177], [-1.011, 0.141, 3.990], [-1.492, 1.216, 3.713], [-1.375, -0.658, 5.214], [-1.562, -2.171, 4.977], [-0.328, -2.966, 5.406], [-2.781, -2.670, 5.751], [-0.234, 1.768, 1.558], [3.347, 0.134, -3.084], [4.782, 0.722, -2.234], [3.323, 0.290, -1.324], [3.548, 2.618, -3.303], [3.565, 2.774, -1.542], [-0.544, 1.026, -1.778], [-1.982, -0.118, -3.357], [-2.532, -1.777, -4.946], [-3.352, -0.224, -5.278], [-3.062, -1.383, -6.599], [0.782, 0.735, -6.498], [2.223, 1.921, -4.906], [0.358, -1.321, 3.388], [-2.293, -0.218, 5.606], [-0.593, -0.494, 5.960], [-1.747, -2.345, 3.911], [0.581, -2.623, 4.915], [-0.182, -2.875, 6.481], [-0.459, -4.019, 5.170], [-3.683, -2.160, 5.419], [-2.917, -3.737, 5.596], [-2.654, -2.491, 6.816]], "lowdin_charge": [-0.068, -0.232, -0.181, -0.259, -0.016, -0.002, -0.278, -0.086, -0.092, 0.005, -0.010, 0.619, -0.268, -0.273, -0.644, -0.020, 0.021, -0.551, 0.122, -0.464, 0.011, -0.073, -0.427, -0.075, -0.078, 1.175, 0.070, 0.075, 0.050, 0.116, 0.105, 0.093, 0.106, 0.095, 0.096, 0.092, 0.120, 0.113, 0.136, 0.125, 0.136, 0.135, 0.067, 0.086, 0.082, 0.081, 0.079, 0.085]}

=====

{"formula": "C4H5NO", "method": "ωB97M-V with the def2-TZVPD basis set", "de_lowest_ev": 2.247, "multiplicity": 1, "charge": 0, "smiles": "N#CC[C@H]1CO1", "gap_ev": 11.75, "elements": ["N", "C", "C", "C", "C", "O", "H", "H", "H", "H", "H"], "positions_angstrom": [[2.783, 0.570, 0.379], [1.852, -0.083, 0.167], [0.694, -0.879, -0.211], [-0.412, -0.050, 0.379], [-1.326, 0.868, -0.313], [-1.734, -0.455, 0.017], [0.754, -1.836, 0.328], [0.706, -1.065, -1.287], [0.085, 0.240, 1.344], [-1.849, 1.596, 0.310], [-1.194, 1.172, -1.354]], "lowdin_charge": [0.159, -0.250, -0.125, -0.326, -0.099, -0.019, 0.138, 0.134, 0.153, 0.116, 0.120]}

=====

{"formula": "C24H26N3Pd", "method": "ωB97M-V with the def2-TZVPD basis set", "s2": 6.027, "multiplicity": 5, "charge": 1, "gap_ev": [6.96, 6.32], "elements": ["C", "C", "C", "C", "H", "H", "H", "H", "H", "H", "H", "H", "H", "C", "C", "C", "H", "C", "C", "H", "H", "H", "H", "C", "C", "C", "H", "C", "C", "H", "H", "H", "H", "Pd", "N", "C", "C", "C", "C", "C", "C", "C", "N", "C", "C", "N", "C", "H", "H", "H", "H", "H", "H", "H"], "positions_angstrom": [[-0.395, 0.708, -4.189], [0.184, 2.058, -4.103], [0.404, -0.360, -4.831], [-1.862, 0.580, -4.199], [0.373, -0.281, -5.935], [0.031, -1.363, -4.583], [1.462, -0.305, -4.545], [0.187, 2.551, -5.094], [1.224, 2.040, -3.753], [-0.398, 2.699, -3.427], [-2.278, 0.747, -5.210], [-2.328, 1.317, -3.533], [-2.191, -0.419, -3.889], [2.486, 0.130, 0.717], [2.139, -0.694, -0.397], [1.595, 0.164, -1.417], [2.336, -1.758, -0.523], [1.469, 1.489, -0.857], [2.049, 1.451, 0.457], [2.173, 2.310, 1.115], [3.045, -0.194, 1.593], [1.364, -0.111, -2.443], [1.110, 2.363, -1.400], [-2.390, -0.965, 0.230], [-1.528, -2.048, 0.521], [-0.598, -2.193, -0.555], [-1.588, -2.700, 1.388], [-0.954, -1.240, -1.566], [-2.032, -0.429, -1.056], [-2.519, 0.384, -1.590], [-3.215, -0.608, 0.843], [0.198, -2.929, -0.650], [-0.504, -1.145, -2.549], [-0.106, 0.048, 0.056], [-0.571, 1.445, 10.897], [-0.368, 1.207, 9.768], [-0.154, 0.890, 8.382], [-1.048, 1.355, 7.407], [-0.905, 0.954, 6.076], [0.133, 0.086, 5.732], [1.060, -0.358, 6.686], [0.932, 0.086, 8.009], [0.244, -0.347, 4.394], [0.963, -1.456, 3.948], [0.808, -1.508, 2.599], [0.075, -0.408, 2.193], [-0.271, 0.272, 3.287], [-1.862, 2.020, 7.688], [-1.618, 1.284, 5.321], [1.879, -1.022, 6.404], [1.677, -0.209, 8.750], [1.508, -2.115, 4.595], [1.220, -2.235, 1.925], [-0.844, 1.182, 3.372]], "lowdin_spin": [0.565, 0.087, 0.082, 0.086, 0.033, 0.007, 0.006, 0.035, 0.008, 0.005, 0.034, 0.004, 0.009, 0.270, 0.139, 0.171, 0.001, 0.074, 0.226, 0.007, 0.009, 0.010, -0.001, 0.208, 0.257, 0.162, 0.009, 0.164, 0.085, 0.000, 0.007, 0.003, 0.011, 1.131, 0.000, 0.000, 0.000, 0.000, 0.000, 0.001, 0.000, 0.000, 0.000, 0.006, 0.005, 0.090, -0.002, 0.000, 0.000, 0.000, 0.000, 0.001, -0.001, -0.001]}

=====

{"formula": "C26H41Br2N2OP", "method": "ωB97M-V with the def2-TZVPD basis set", "multiplicity": 1, "charge": 0, "smiles": "CC[C@H](Br)P(CCCCCN)(CCCCn1cccc1)(CC(=O)Br)Cc1ccccc1C", "gap_ev": 8.98, "elements": ["C", "C", "C", "Br", "P", "C", "C", "C", "C", "C", "N", "C", "C", "C", "C", "N", "C", "C", "C", "C", "C", "C", "O", "Br", "C", "C", "C", "C", "C", "C", "C", "C", "H", "H", "H", "H", "H", "H", "H", "H", "H", "H", "H", "H", "H", "H", "H", "H", "H", "H", "H", "H", "H", "H", "H", "H", "H", "H", "H", "H", "H", "H", "H", "H", "H", "H", "H", "H", "H", "H", "H", "H", "H"], "positions_angstrom": [[2.091, 3.000, 1.724], [1.638, 1.525, 1.526], [0.163, 1.417, 1.114], [-0.881, 2.282, 2.573], [-0.597, -0.290, 0.568], [-1.882, 0.539, -0.490], [-3.157, 1.031, 0.235], [-3.698, 2.344, -0.332], [-2.754, 3.548, -0.279], [-2.748, 4.309, -1.603], [-4.101, 4.750, -1.997], [-0.840, -0.892, 2.303], [0.306, -0.820, 3.321], [1.594, -1.568, 2.984], [1.420, -3.059, 2.635], [2.502, -3.548, 1.787], [2.467, -3.979, 0.490], [3.750, -4.298, 0.118], [4.589, -4.060, 1.217], [3.788, -3.600, 2.236], [-1.412, -2.050, -0.043], [-2.823, -2.277, 0.298], [-3.330, -2.382, 1.345], [-4.049, -2.380, -1.299], [0.913, -0.766, -0.443], [0.986, -0.057, -1.782], [1.284, 1.309, -1.876], [1.364, 1.977, -3.097], [1.136, 1.293, -4.284], [0.861, -0.065, -4.213], [0.791, -0.754, -2.993], [0.518, -2.240, -3.096], [2.000, 3.299, 2.759], [3.145, 3.073, 1.462], [1.560, 3.677, 1.060], [2.295, 1.148, 0.753], [1.875, 1.021, 2.454], [0.048, 2.136, 0.317], [-1.449, 1.378, -1.032], [-2.189, -0.146, -1.269], [-3.084, 1.044, 1.316], [-3.938, 0.302, 0.019], [-4.591, 2.589, 0.234], [-4.021, 2.164, -1.354], [-1.721, 3.263, -0.093], [-3.041, 4.224, 0.520], [-2.046, 5.139, -1.544], [-2.352, 3.629, -2.358], [-4.109, 5.759, -2.056], [-4.303, 4.418, -2.929], [-1.133, -1.930, 2.284], [-1.697, -0.382, 2.731], [-0.078, -1.296, 4.224], [0.550, 0.191, 3.626], [2.194, -1.088, 2.217], [2.201, -1.537, 3.886], [1.487, -3.620, 3.562], [0.454, -3.293, 2.205], [1.556, -4.030, -0.071], [4.049, -4.659, -0.847], [5.650, -4.203, 1.256], [4.075, -3.305, 3.225], [-0.865, -2.907, 0.352], [-1.330, -2.126, -1.116], [1.835, -0.689, 0.124], [0.832, -1.813, -0.671], [1.475, 1.899, -0.998], [1.611, 3.027, -3.107], [1.209, 1.824, -5.218], [0.699, -0.600, -5.136], [0.797, -2.584, -4.084], [1.013, -2.829, -2.336], [-0.554, -2.408, -3.016]], "lowdin_charge": [-0.123, -0.350, -0.686, 0.778, 0.925, -0.248, -0.242, -0.197, -0.225, -0.287, 0.003, -0.285, -0.241, -0.177, -0.117, -0.119, -0.106, -0.104, -0.096, -0.106, -0.297, -0.825, 0.047, 0.618, -0.178, -0.191, -0.046, -0.074, -0.078, -0.044, -0.198, -0.032, 0.056, 0.071, 0.069, 0.082, 0.074, 0.011, 0.075, 0.056, 0.065, 0.074, 0.112, 0.109, 0.058, 0.106, 0.103, 0.104, 0.059, 0.060, 0.055, 0.068, 0.121, 0.055, 0.089, 0.113, 0.127, 0.108, 0.100, 0.090, 0.089, 0.115, 0.084, 0.020, 0.082, 0.032, 0.082, 0.101, 0.100, 0.108, 0.078, 0.065, 0.078]}

=====

{"formula": "C15H19N3O2S", "method": "ωB97M-V with the def2-TZVPD basis set", "de_lowest_ev": 1.050, "multiplicity": 1, "charge": 0, "smiles": "CC(=O)NC1=NN(C(C)=O)[C@@H](c2ccc(C(C)C)cc2)S1", "gap_ev": 8.79, "elements": ["C", "C", "O", "N", "C", "N", "N", "C", "C", "O", "C", "C", "C", "C", "C", "C", "C", "C", "C", "C", "S", "H", "H", "H", "H", "H", "H", "H", "H", "H", "H", "H", "H", "H", "H", "H", "H", "H", "H", "H"], "positions_angstrom": [[-0.920, 2.888, -4.282], [0.407, 2.341, -4.711], [1.131, 2.869, -5.520], [0.827, 1.154, -4.140], [0.286, 0.303, -3.221], [0.913, -0.752, -2.877], [0.266, -1.503, -1.957], [0.718, -2.725, -1.546], [2.017, -3.139, -2.180], [0.086, -3.377, -0.743], [-0.977, -0.958, -1.409], [-0.851, -0.622, 0.046], [-1.823, -1.020, 0.951], [-1.692, -0.709, 2.291], [-0.594, 0.003, 2.759], [-0.461, 0.327, 4.226], [0.788, -0.334, 4.813], [-0.433, 1.840, 4.450], [0.374, 0.400, 1.844], [0.248, 0.095, 0.504], [-1.288, 0.544, -2.424], [-1.714, 2.176, -4.499], [-0.923, 3.089, -3.214], [-1.104, 3.811, -4.825], [1.731, 0.841, -4.482], [2.303, -4.114, -1.798], [2.786, -2.407, -1.951], [1.902, -3.181, -3.261], [-1.798, -1.665, -1.572], [-2.678, -1.583, 0.606], [-2.454, -1.030, 2.986], [-1.337, -0.078, 4.745], [1.689, 0.066, 4.356], [0.764, -1.408, 4.641], [0.839, -0.155, 5.885], [0.443, 2.285, 3.984], [-0.403, 2.061, 5.515], [-1.321, 2.303, 4.025], [1.239, 0.953, 2.176], [1.013, 0.412, -0.193]], "lowdin_charge": [-0.042, -0.512, 0.082, 0.110, -0.571, 0.091, -0.102, -0.488, 0.000, 0.082, -0.438, -0.261, -0.022, -0.017, -0.212, -0.391, -0.064, -0.066, -0.020, -0.023, 1.059, 0.062, 0.066, 0.092, 0.163, 0.084, 0.081, 0.081, 0.120, 0.117, 0.113, 0.130, 0.074, 0.083, 0.077, 0.074, 0.076, 0.082, 0.112, 0.117]}

=====

Please write out number 5 again, unchanged.
{"formula": "C4H5NO", "method": "ωB97M-V with the def2-TZVPD basis set", "de_lowest_ev": 2.247, "multiplicity": 1, "charge": 0, "smiles": "N#CC[C@H]1CO1", "gap_ev": 11.75, "elements": ["N", "C", "C", "C", "C", "O", "H", "H", "H", "H", "H"], "positions_angstrom": [[2.783, 0.570, 0.379], [1.852, -0.083, 0.167], [0.694, -0.879, -0.211], [-0.412, -0.050, 0.379], [-1.326, 0.868, -0.313], [-1.734, -0.455, 0.017], [0.754, -1.836, 0.328], [0.706, -1.065, -1.287], [0.085, 0.240, 1.344], [-1.849, 1.596, 0.310], [-1.194, 1.172, -1.354]], "lowdin_charge": [0.159, -0.250, -0.125, -0.326, -0.099, -0.019, 0.138, 0.134, 0.153, 0.116, 0.120]}